Entry 1:
A cluster of 14 separate species, C61H99N14O in total in a non-equilibrium geometry, computed with ωB97M-V with the def2-TZVPD basis set.

Calculated values
HOMO = -1.764 eV
F_max = 6.7 eV/Å
net charge = -1
2S+1 = 1
relative energy (zero: lowest compared OMol25 entry of this formula, charge and spin) = 0.0 kcal per mole

Structure (XYZ):
```
175
Properties=species:S:1:pos:R:3:lowdin_charge:R:1
C -1.32655 2.36767 2.30353 -0.03
C -1.29116 1.54839 0.94883 -0.47
C 0.04448 1.83773 0.25204 -0.14
C 0.39353 0.88806 -0.96769 -0.15
C 0.43224 -0.64609 -0.63430 -0.14
C -0.94408 -0.96328 0.05091 -0.35
N -1.36009 0.08495 1.15458 -0.22
O -2.40876 -0.29256 2.02375 -0.31
C -0.66032 -2.48086 0.62855 -0.03
C -2.08869 -1.23830 -1.01930 -0.04
C -2.45232 2.10131 -0.01495 -0.03
H -2.17431 2.14655 2.95201 0.06
H -1.30413 3.45512 2.23250 0.06
H -0.52824 1.99279 2.94406 0.04
H 0.81591 1.73554 1.01527 0.09
H 0.03017 2.87118 -0.09421 0.10
H 1.30376 1.24352 -1.45064 0.07
H -0.44794 0.96420 -1.65634 0.07
H 1.26932 -0.87534 0.02513 0.09
H 0.52388 -1.25261 -1.53532 0.07
H -1.56661 -2.95589 1.00414 0.04
H 0.12063 -2.41028 1.38569 0.04
H -0.28177 -3.21620 -0.08144 0.05
H -1.63071 -2.01216 -1.63533 0.05
H -2.27977 -0.36774 -1.64676 0.05
H -3.06064 -1.48154 -0.59004 0.05
H -2.16170 1.95689 -1.05552 0.03
H -2.45389 3.19121 0.00041 0.06
H -3.40155 1.58810 0.13896 0.07
C -1.00024 5.25896 4.66926 -0.09
C -2.27820 4.68899 5.32490 -0.26
C -2.21320 3.42974 6.13426 -0.20
C -3.09910 2.38537 5.60718 -0.22
N -3.88151 1.53411 5.24127 0.16
H -1.22110 6.09726 4.00852 0.07
H -0.50288 4.48274 4.08771 0.04
H -0.35678 5.62516 5.46922 0.06
H -3.09158 4.61639 4.60294 0.10
H -2.74145 5.46241 5.93755 0.10
H -2.50432 3.53867 7.17899 0.11
H -1.22474 2.97266 6.18028 0.09
C -2.74619 -6.72483 1.60092 -0.10
C -2.69948 -6.02468 0.25934 -0.28
C -3.66066 -4.91140 0.08616 -0.20
C -3.90333 -4.02144 1.26275 -0.21
N -4.06561 -3.26376 2.16096 0.19
H -1.86811 -7.36742 1.66542 0.07
H -3.61761 -7.36934 1.71640 0.07
H -2.70025 -6.13671 2.51750 0.06
H -2.83024 -6.74897 -0.54466 0.10
H -1.71560 -5.62103 0.02028 0.09
H -4.61856 -5.21746 -0.33441 0.12
H -3.14687 -4.22845 -0.59038 0.10
C -0.54741 -6.55135 -3.37653 -0.07
C -0.08561 -5.06768 -3.42689 -0.26
C 1.21692 -4.85495 -2.73581 -0.21
C 1.33838 -5.33700 -1.36247 -0.24
N 1.43962 -5.68999 -0.29284 0.16
H 0.39486 -7.05684 -3.58791 0.07
H -1.30244 -6.91637 -4.07280 0.07
H -0.92231 -6.78884 -2.38096 0.06
H -0.86131 -4.43027 -3.00251 0.09
H 0.02909 -4.63349 -4.42008 0.10
H 1.37736 -3.77702 -2.71546 0.09
H 2.10806 -5.23205 -3.23757 0.12
C -0.47138 -4.11456 3.69071 -0.11
C -0.77092 -4.39217 5.17811 -0.23
C -0.92551 -3.08087 6.00547 -0.19
C -2.04020 -2.26659 5.54539 -0.25
N -2.94607 -1.63501 5.22651 0.18
H 0.52576 -3.69162 3.56846 0.05
H -1.23159 -3.45913 3.26578 0.05
H -0.58062 -5.00178 3.06701 0.06
H 0.02743 -4.98609 5.62308 0.10
H -1.74894 -4.87267 5.20423 0.10
H -0.05705 -2.42317 5.96914 0.09
H -1.11637 -3.43722 7.01774 0.11
C -0.89562 0.14680 -6.27163 -0.08
C -0.60750 -0.10638 -4.79042 -0.27
C -0.46441 -1.54261 -4.50702 -0.21
C -1.74136 -2.30075 -4.54746 -0.21
N -2.75284 -2.89002 -4.51168 0.16
H -1.84190 -0.31426 -6.55461 0.07
H -0.13119 -0.33210 -6.88352 0.08
H -0.83142 1.20386 -6.52973 0.06
H -1.31106 0.30261 -4.06528 0.11
H 0.36343 0.35999 -4.62343 0.08
H -0.18986 -1.61714 -3.45480 0.09
H 0.32044 -1.99506 -5.11316 0.12
C -4.96930 0.16709 -3.51527 -0.12
C -5.85816 -1.02665 -3.31567 -0.26
C -5.53702 -1.77191 -2.02105 -0.21
C -5.60879 -1.11829 -0.70999 -0.23
N -5.54677 -0.60233 0.33680 0.18
H -5.31361 0.81936 -4.31783 0.07
H -3.98918 -0.20896 -3.80862 0.05
H -4.80938 0.81999 -2.65722 0.08
H -5.75864 -1.71309 -4.15649 0.11
H -6.88344 -0.66233 -3.25114 0.10
H -4.52053 -2.14925 -2.13264 0.08
H -6.12657 -2.67804 -1.88146 0.11
C 4.02032 -2.53745 1.27386 -0.11
C 5.19256 -2.16273 2.11818 -0.26
C 6.10958 -1.11076 1.51210 -0.18
C 5.42793 0.13266 1.04611 -0.19
N 4.87852 1.07003 0.63909 0.15
H 3.36335 -3.24638 1.77776 0.08
H 4.30856 -3.07422 0.37004 0.07
H 3.46697 -1.63456 1.01560 0.06
H 5.82057 -2.98876 2.45189 0.11
H 4.78880 -1.80118 3.06388 0.09
H 6.63951 -1.53454 0.65905 0.12
H 6.91788 -0.79545 2.17189 0.11
C -2.14496 3.64551 -4.08731 -0.08
C -2.44391 5.06024 -4.61270 -0.23
C -1.25238 5.89753 -5.13000 -0.18
C -0.49120 5.25326 -6.21758 -0.25
N 0.12643 4.82560 -7.07432 0.15
H -3.01014 2.98329 -4.11924 0.07
H -1.79056 3.60730 -3.05724 0.07
H -1.35600 3.16140 -4.66290 0.05
H -2.98979 5.68590 -3.90654 0.11
H -3.10247 5.11943 -5.47923 0.10
H -0.52075 6.23753 -4.39707 0.12
H -1.65786 6.75787 -5.66245 0.11
N 0.35873 -0.50797 3.80979 0.08
C 0.40140 0.17591 4.96134 -0.17
C 1.61288 -0.09332 5.58284 -0.12
C 2.32950 -1.03244 4.75803 -0.11
C 1.55095 -1.18865 3.65609 -0.16
H -0.33411 -0.49507 3.07501 0.10
H -0.42532 0.76997 5.32192 0.11
H 1.96114 0.37648 6.49080 0.08
H 3.34901 -1.33531 4.94582 0.07
H 1.71962 -1.70714 2.72382 0.07
N 2.92286 4.19637 3.89053 0.04
C 3.15586 5.00464 4.97073 -0.16
C 2.41072 4.59936 6.00899 -0.16
C 1.79778 3.39975 5.66375 -0.12
C 2.05410 3.18029 4.26979 -0.08
H 3.17942 4.31123 2.92044 0.06
H 3.83235 5.84246 4.88806 0.10
H 2.41583 5.07041 6.98084 0.09
H 1.17496 2.76489 6.27649 0.07
H 1.62090 2.41582 3.64184 0.09
N 2.92278 -0.55248 -3.46844 0.04
C 3.10859 -1.24107 -4.61464 -0.14
C 3.49311 -2.57159 -4.23201 -0.12
C 3.75393 -2.57168 -2.84541 -0.13
C 3.34677 -1.32611 -2.38858 -0.11
H 2.72945 0.43882 -3.47487 0.10
H 2.99797 -0.72780 -5.55842 0.10
H 3.55677 -3.31938 -5.00863 0.08
H 4.31871 -3.30522 -2.28921 0.09
H 3.24921 -0.85909 -1.41969 0.09
N 3.93406 2.51386 -4.16806 0.02
C 3.08091 2.92334 -3.21304 -0.16
C 1.77889 2.87935 -3.68040 -0.11
C 1.84956 2.57223 -5.05987 -0.12
C 3.18325 2.40199 -5.31566 -0.16
H 4.94063 2.46397 -4.23455 0.16
H 3.44443 3.10835 -2.21303 0.11
H 0.89865 3.13347 -3.10858 0.09
H 1.00192 2.48349 -5.72322 0.07
H 3.69447 2.11024 -6.22116 0.11
N 4.31671 4.50431 1.25386 -0.02
C 4.38494 5.80440 1.48161 -0.16
C 3.08188 6.28932 1.26376 -0.13
C 2.21503 5.30122 0.80828 -0.08
C 2.98957 4.12626 0.84742 -0.12
H 5.03597 3.79796 1.31590 0.13
H 5.30085 6.34502 1.66928 0.11
H 2.79273 7.31060 1.46316 0.09
H 1.18175 5.25424 0.49759 0.10
H 2.75879 3.08163 0.69945 0.08
```

---

Entry 2:
The molecule C2H3BN2O2S in a non-equilibrium geometry, computed with ωB97M-V with the def2-TZVPD basis set.

Calculated values
SMILES string = OB(O)c1cnns1
HOMO = -9.528 eV
F_max = 4.3 eV/Å
net charge = 0
2S+1 = 1
relative energy (zero: lowest compared OMol25 entry of this formula, charge and spin) = 0.0 kcal per mole

Structure (XYZ):
```
11
Properties=species:S:1:pos:R:3:nbo_charge:R:1
B -0.62274 0.05208 0.85500 1.07
C 0.36231 -0.00809 -1.55495 -0.06
C 0.41790 0.12479 -0.22417 -0.57
N 1.62717 -0.15517 -2.12184 -0.18
N 2.58912 0.07549 -1.36323 -0.30
O -1.79921 -0.23798 0.34683 -0.86
O -0.35485 0.19514 2.19312 -0.87
S 2.09584 0.30580 0.25507 0.55
H -0.57501 -0.20576 -2.10085 0.23
H -2.57771 -0.17131 0.96795 0.49
H -1.16282 0.02501 2.74709 0.49
```